[1]
This record from the Open Molecules 2025 dataset describes a molecular structure, CHF2NO2. The level of theory is ωB97M-V with the def2-TZVPD basis set.

Last column: natural (NBO) charge in e.
Positions of all 7 atoms, in Å:
F: -0.317 0.949 1.342  -0.326
F: 1.555 0.437 0.169  -0.294
O: -0.077 -1.216 -1.405  -0.333
O: -0.979 -1.505 0.499  -0.321
N: -0.335 -0.891 -0.290  0.495
C: 0.248 0.515 0.173  0.620
H: -0.096 1.710 -0.488  0.160

Results
energy above the lowest of the compared OMol25 structures with the same formula, charge and spin	182.3	kJ/mol
multiplicity	1



[2]
This record from the Open Molecules 2025 dataset describes a single C5H9N3 molecule. The level of theory is ωB97M-V with the def2-TZVPD basis set.

Last column: natural (NBO) charge in e.
Positions of all 17 atoms, in Å:
N: 0.482 -0.838 -0.366  -0.330
N: 0.995 0.318 -1.018  -0.277
N: -0.855 0.505 1.047  -0.449
C: 0.912 -0.170 -2.479  -0.280
C: 2.239 -0.085 -1.865  -0.279
C: -2.198 0.476 1.569  -0.246
C: -0.429 -0.698 0.556  0.246
C: -0.977 0.644 2.524  -0.239
H: -1.083 -1.744 0.793  0.159
H: -0.548 1.507 2.963  0.219
H: 0.291 -1.200 -2.534  0.225
H: -0.686 -0.387 3.015  0.189
H: 0.567 0.441 -3.328  0.212
H: 2.662 -1.117 -1.345  0.218
H: 2.898 0.760 -1.960  0.222
H: -2.818 -0.432 1.670  0.196
H: -2.908 1.270 1.253  0.212

Results
energy above the lowest of the compared OMol25 structures with the same formula, charge and spin	584.4	kJ/mol
structure (SMILES)	C(=N/N1CC1)/N1CC1
multiplicity	1



[3]
This record from the Open Molecules 2025 dataset describes a gas-phase ion, C2H7B2BrO5P (charge -1). The level of theory is ωB97M-V with the def2-TZVPD basis set.

Last column: natural (NBO) charge in e.
Positions of all 18 atoms, in Å:
Br: 1.478 -3.096 -1.779  -0.344
P: 1.525 -1.286 -0.408  0.971
O: 1.266 1.796 -1.835  -0.889
O: 1.632 -2.030 1.039  -0.962
O: 0.775 2.861 0.173  -0.893
O: -0.974 -1.474 0.531  -0.716
O: -0.730 0.750 1.173  -0.740
C: -0.297 -0.838 -0.490  -0.198
C: -0.476 0.693 -0.209  -0.313
B: -1.693 -0.384 1.320  0.437
B: 0.577 1.785 -0.642  1.087
H: 2.338 -1.602 1.537  0.493
H: 0.174 2.780 0.926  0.508
H: 1.181 0.966 -2.312  0.484
H: -0.696 -1.086 -1.486  0.171
H: -2.751 -0.094 0.715  -0.171
H: -1.909 -0.694 2.478  -0.122
H: -1.420 0.956 -0.731  0.195

Results
net charge	-1
multiplicity	1



Listing molar mass for the structures above in their given order: 97.02; 111.15; 243.58 g mol⁻¹.
Listing orbital gap for the structures above in their given order: 11.50; 9.88; 7.50 eV.